ORCA calculation (ωB97M-V/def2-TZVPD) on a 12-piece molecular cluster, C26H79N3O11P overall in a non-equilibrium geometry.

Results
- Calculated total energy: -2370.875806 a.u.
- Net charge: +1

Element x y z (Å)
H 1.113 -9.558 6.206
H -0.914 4.206 1.390
H 1.118 -2.071 -6.865
H 1.740 -6.747 7.247
H 1.561 4.434 1.453
C 4.677 -4.629 -3.942
H -0.471 -1.224 -4.383
H 0.165 -2.867 1.122
C 3.745 4.617 -1.156
H -0.204 0.988 3.479
P 3.641 2.538 2.230
H -7.085 5.171 -4.961
H -6.778 5.671 -6.626
H 3.931 1.667 1.163
H 4.968 5.731 -0.113
C 1.750 -4.784 3.151
C 5.751 -0.834 -0.541
H 1.757 -7.233 5.547
H -6.630 9.593 -0.446
O -0.423 -8.282 6.767
H -9.090 6.647 -6.743
H -8.004 4.444 -6.292
C -3.283 7.760 0.248
H 4.214 0.066 -1.307
H -0.136 -3.642 -4.899
C 1.289 1.109 1.945
O -1.064 -1.602 -0.939
C -7.028 8.364 -2.178
H 4.038 -5.471 -4.207
H 3.212 -3.131 -4.449
H 2.939 -7.918 6.671
H 6.044 -1.135 0.464
H 1.090 3.078 0.417
H 5.144 2.973 -1.236
H 3.754 1.984 4.367
H -7.440 6.810 -1.073
H -0.539 -7.954 5.869
H 3.908 3.828 1.781
O -8.055 7.669 -5.266
C 3.848 -3.407 -3.604
H -0.630 -2.228 -6.680
H -9.373 6.160 -5.071
C 0.138 -2.371 -0.977
H -0.329 3.835 2.993
H -3.035 8.583 0.922
C 6.804 0.066 -1.154
O -1.486 6.333 1.113
C -3.210 -9.162 3.833
H 5.300 -4.915 -3.094
H -2.676 -8.945 2.907
H 2.358 -6.550 2.073
H -0.157 -3.367 -1.301
C 1.443 -6.009 2.308
C -8.603 6.458 -5.781
H 2.415 -4.101 2.619
H -1.250 7.044 1.715
H 1.882 0.339 2.436
H 0.161 -0.116 -5.607
H 4.401 3.372 -2.794
C 1.905 -7.586 6.571
C -2.898 6.431 0.859
O 0.608 -6.941 2.984
C 4.798 3.792 -1.869
N 4.319 2.225 3.568
H -3.271 -10.700 5.344
H -1.147 -9.758 5.300
H 3.200 -3.607 -2.751
C 0.939 -8.712 6.878
H 1.058 -9.063 7.901
H -6.145 8.684 -2.728
H -7.380 7.973 -5.879
C 0.322 -1.080 -5.122
H -0.224 -6.504 3.187
H 7.759 -0.453 -1.237
H -2.745 7.919 -0.686
H -7.679 10.358 -1.651
C -7.435 9.415 -1.161
C -0.352 3.471 1.958
H 1.396 0.975 0.871
H 5.663 4.406 -2.121
H -0.832 -0.703 -0.694
H -0.595 0.127 2.011
C 0.830 -2.438 0.371
H -3.029 -8.340 4.532
H -3.447 6.265 1.791
C -7.558 5.368 -5.924
H 5.612 -1.730 -1.144
C 0.320 -2.209 -6.137
H 5.242 -2.087 -3.964
O 4.218 5.160 0.081
H -4.353 7.790 0.042
C 1.075 3.462 1.436
H -2.897 -11.292 3.724
H -4.280 -9.194 3.622
H 1.113 -1.436 0.709
H 1.734 -3.044 0.317
H -8.313 9.089 -0.599
H 1.275 -1.050 -4.591
O 4.484 -0.170 -0.413
H 3.386 5.424 -1.798
C -2.725 -10.475 4.422
H 6.950 0.961 -0.547
C -0.171 1.056 2.387
H 2.226 -5.075 4.088
O -6.669 7.127 -1.551
O -1.327 -10.467 4.673
H 1.569 2.671 3.252
H 5.337 -4.426 -4.788
H -3.133 5.614 0.179
H -7.826 8.193 -2.900
H 0.831 -4.247 3.401
N 1.837 2.466 2.286
N -0.971 2.164 1.913
H 2.884 3.996 -0.895
H 0.813 -1.957 -1.734
H 6.502 0.385 -2.155
H 0.976 -5.711 1.361
O 4.665 -2.292 -3.223
O 0.564 -3.476 -5.535
H -1.414 1.976 1.029

Atom charges from the Mulliken analysis, given in e for atoms 1 to 8: H 0.24; H 0.30; H 0.28; H 0.28; H 0.54; C -1.28; H 0.28; H 0.21

---

ORCA calculation (ωB97M-V/def2-TZVPD) on a 8-piece molecular cluster, C44H94F6O22 overall in a non-equilibrium geometry.

Results
- Energy relative to the best compared isomer or geometry (same formula, charge and spin): 449.6 kJ/mol
- SMILES: CCOC(=O)C(F)(F)F.CCOC(=O)C(F)(F)F.COCCOCCOC.COCCOCCOC.COCCOCCOC.COCCOCCOC.COCCOCCOC.COCCOCCOC
- Calculated total energy: -3986.822315 a.u.

Element x y z (Å)
H 14.656 -6.925 -17.867
H 16.700 -10.609 -16.396
C -3.538 -19.406 -7.616
H 17.630 -8.448 -16.201
C 9.553 -19.569 -4.928
H 15.300 -21.841 -0.768
C 5.023 -12.278 -5.968
H 10.410 -19.000 -5.288
C 22.498 -20.294 -6.864
H 12.232 -19.995 -0.656
C -1.206 -17.075 -9.204
H -3.750 -19.515 -6.552
C -4.424 -20.198 -9.676
H 11.720 -12.823 -4.434
O 22.833 -18.834 -6.814
F 4.033 -9.154 -1.115
O 13.663 -11.038 -8.471
H 0.208 -18.149 -10.410
H 17.659 -19.282 -24.645
H 21.948 -20.593 -7.755
H 12.193 -19.471 -12.462
C 11.917 -7.917 -11.615
C 11.443 -20.253 -2.682
H 19.281 -18.230 -9.329
H 8.645 -19.817 -3.017
C 8.567 -17.255 -12.661
H 13.697 -10.450 -15.641
H -3.905 -17.333 -8.075
H -4.001 -19.316 -10.157
H 12.532 -7.102 -11.234
H 14.061 -21.442 0.346
C 18.185 -20.021 -8.849
H 14.981 -7.868 -19.317
H 16.772 -20.115 -20.968
C 12.419 -12.577 -7.069
F 8.375 -15.932 -12.628
C 12.562 -20.120 -1.687
O 10.557 -17.121 -11.290
C 12.838 -9.326 -9.940
H 3.971 -10.368 -5.884
O 19.821 -18.759 -7.423
H 13.179 -19.274 -1.989
H 11.486 -12.439 -7.616
H 12.270 -17.847 -15.058
C 10.333 -21.448 -6.038
C 12.505 -10.636 -9.184
H 17.232 -8.135 -18.510
H 18.123 -24.558 -21.727
O 16.246 -20.114 -22.860
O 16.376 -17.691 -24.616
H 18.378 -21.407 -22.004
H 4.827 -13.318 -5.709
C 13.639 -12.403 -7.973
H 9.667 -21.350 -6.895
H 14.387 -17.801 -24.489
H 10.965 -7.469 -11.902
H 10.822 -20.983 -2.162
H 2.967 -11.802 -5.695
C 17.476 -18.320 -25.125
O 10.689 -18.374 -13.198
C 22.215 -17.983 -7.732
F 8.129 -17.719 -13.849
H 13.161 -9.001 -17.491
H 8.681 -19.410 -5.563
H 12.375 -8.424 -12.464
H 20.781 -17.307 -6.230
C 14.001 -9.678 -17.651
H 15.237 -19.293 -25.091
H 12.181 -19.633 -14.873
H 20.332 -16.872 -7.911
C 14.473 -21.147 -0.619
H 18.386 -20.878 -8.206
O 17.569 -22.765 -20.703
O 15.015 -11.803 -16.537
H 20.327 -19.680 -9.060
H 16.067 -18.685 -6.671
H 16.771 -6.438 -19.019
C 15.260 -7.736 -18.272
H 11.805 -20.651 -3.630
C 12.006 -18.578 -13.058
H 0.362 -16.228 -12.944
H 19.482 -23.489 -21.029
H -2.504 -17.619 -7.135
H 10.371 -12.241 -5.412
C -3.049 -18.002 -7.998
O 10.657 -19.055 -2.770
H 11.662 -10.553 -8.498
C 4.272 -9.953 -3.351
H 17.732 -18.371 -6.652
O 3.948 -11.103 -3.950
H 14.808 -20.110 -0.640
O -4.712 -19.788 -8.332
O 11.697 -8.809 -10.585
O 12.359 -11.655 -5.941
H 22.727 -17.020 -7.749
H 12.198 -11.391 -9.908
O -2.128 -18.107 -9.171
H 17.325 -22.380 -22.848
O -1.053 -17.166 -11.631
C 13.911 -10.879 -16.620
C 9.382 -19.140 -3.448
H 6.043 -11.944 -5.777
H 13.160 -8.578 -9.216
H 21.904 -20.571 -5.993
F 7.864 -17.809 -11.696
H 16.763 -12.212 -15.691
O 13.312 -21.309 -1.522
O 17.187 -6.616 -17.103
H -5.374 -20.309 -10.198
H 15.583 -18.202 -22.170
H -0.931 -17.133 -13.700
H 12.332 -13.609 -6.730
H 15.387 -21.170 -21.201
H 11.284 -20.935 -6.182
H -2.763 -20.139 -7.838
H 0.417 -16.437 -10.403
H 16.175 -7.566 -15.494
F 4.365 -11.310 -1.357
H 13.646 -18.692 -14.461
H 17.088 -20.088 -6.446
H 17.349 -18.478 -26.196
H 22.269 -18.450 -8.716
H 12.628 -17.765 -12.684
C 16.322 -20.836 -21.651
C -0.286 -17.097 -12.822
C 20.766 -17.639 -7.269
H 14.637 -12.566 -7.566
C 10.036 -17.554 -12.287
H 17.706 -6.927 -15.210
C 3.881 -11.316 -5.354
H 14.323 -19.341 -22.519
C 12.556 -18.702 -14.446
O 17.048 -19.343 -8.327
H 13.943 -10.093 -18.657
H 13.163 -11.644 -16.826
C 17.157 -7.495 -15.962
H 4.957 -12.306 -7.056
C 19.440 -19.134 -8.741
C 18.453 -23.845 -20.972
H 23.404 -20.889 -6.983
O 15.186 -8.876 -17.486
C 17.017 -19.133 -6.965
H 18.469 -24.513 -20.110
C 16.676 -7.228 -18.274
C 15.304 -19.004 -22.853
O 9.810 -20.978 -4.856
C 11.340 -11.969 -4.995
H 0.406 -17.935 -12.908
H -1.645 -16.078 -9.202
H -0.476 -17.120 -8.395
C -0.350 -17.212 -10.408
H 13.652 -13.203 -8.714
H 13.600 -9.614 -10.665
C 16.119 -11.346 -15.842
H 10.434 -22.526 -5.910
O 4.347 -8.869 -3.928
H 18.303 -17.637 -24.932
C 15.251 -18.458 -24.390
H -3.834 -21.100 -9.837
H 15.918 -10.878 -14.878
H 11.222 -11.193 -4.239
F 5.980 -9.934 -1.732
C 17.421 -21.910 -21.869
C 4.652 -10.077 -1.854
H 18.108 -20.292 -9.902
H 8.856 -18.189 -3.358

Atom charges from the Mulliken analysis, given in e for atoms 1 to 8: H 0.35; H 0.11; C -0.56; H 0.25; C -0.49; H 0.25; C -1.09; H 0.34

---

ORCA calculation (ωB97M-V/def2-TZVPD) on a single C6H8F2 molecule in a non-equilibrium geometry.

Results
- Energy relative to the best compared isomer or geometry (same formula, charge and spin): 73.1 kJ/mol
- SMILES: C/C=C(/C=C/F)CF
- Calculated total energy: -433.095178 a.u.

Element x y z (Å)
H 2.062 -1.881 -1.036
H -2.281 -1.118 -0.917
F -3.849 -0.113 -0.152
C -1.611 0.462 0.398
C 0.459 -0.932 -0.037
C 1.971 -1.166 -0.200
H -0.226 -1.777 -0.061
H 1.668 1.336 -0.132
C 0.650 1.509 0.226
C -2.500 -0.298 -0.244
C -0.141 0.238 0.206
F 0.036 2.449 -0.563
H 2.554 -0.286 -0.454
H 2.419 -1.597 0.686
H 0.755 1.863 1.273
H -1.967 1.310 1.008

Atom charges from the Mulliken analysis, given in e for atoms 1 to 8: H 0.30; H 0.32; F -0.26; C -0.52; C -0.30; C -1.19; H 0.34; H 0.17

---

Number 1: gap between HOMO and LUMO 0.32079 hartree, highest occupied orbital energy -11.1 eV. Number 2: gap between HOMO and LUMO 0.34344 hartree, highest occupied orbital energy -9.2 eV. Number 3: gap between HOMO and LUMO 0.36473 hartree, highest occupied orbital energy -9.0 eV.